(1)
{
  "formula": "C7H12S",
  "method": "ωB97M-V/def2-TZVPD",
  "elements": ["C", "C", "C", "C", "C", "C", "C", "S", "H", "H", "H", "H", "H", "H", "H", "H", "H", "H", "H", "H"],
  "xyz": [[1.781, -0.587, 0.333], [0.330, 1.134, -0.909], [0.382, -1.041, 0.542], [-0.497, 0.840, 1.680], [0.686, -0.312, -0.751], [-1.982, 0.573, 1.434], [0.384, -1.055, -2.036], [0.287, 2.004, 0.713], [2.073, 0.289, 0.944], [2.570, -1.410, 0.368], [1.170, 1.645, -1.484], [-0.526, 1.203, -1.415], [-0.170, -2.023, 0.666], [-0.108, 0.823, 2.738], [-2.256, -0.022, 0.458], [-2.436, 1.555, 1.354], [-2.468, 0.019, 2.273], [0.503, -2.051, -1.891], [0.992, -0.654, -2.948], [-0.716, -0.930, -2.068]],
  "homo_energy_ev": [-5.8, -8.8],
  "orbital_gap_ev": [6.8, 7.8],
  "e_tot_ev": -18282.3735,
  "spin_multiplicity": 3,
  "charge": 0
}

(2)
{
  "formula": "C3HBrO2S",
  "method": "ωB97M-V/def2-TZVPD",
  "elements": ["C", "C", "C", "O", "O", "S", "Br", "H"],
  "xyz": [[-0.026, -0.125, 0.533], [-2.593, -0.370, 0.020], [-0.630, -2.353, 0.030], [-0.435, -3.519, 0.093], [0.023, -1.327, 0.179], [-2.597, -1.967, -0.143], [-4.082, 0.705, 0.058], [0.757, 0.434, -0.153]],
  "homo_energy_ev": -8.2,
  "orbital_gap_ev": 7.3,
  "e_tot_ev": -88092.6421,
  "charge": 0
}

(3)
{
  "formula": "C3H3NO",
  "method": "ωB97M-V/def2-TZVPD",
  "elements": ["C", "C", "C", "H", "H", "H", "N", "O"],
  "xyz": [[-0.473, -0.144, -0.124], [0.874, 0.429, -0.009], [1.959, 0.950, 0.050], [-0.108, -1.271, 1.587], [-1.667, -1.495, 0.836], [2.928, 1.405, 0.124], [-0.749, -1.075, 0.837], [-1.258, 0.185, -0.989]],
  "smiles": "C#CC(N)=O",
  "homo_energy_ev": -10.4,
  "orbital_gap_ev": 11.3,
  "e_tot_ev": -6695.5556,
  "charge": 0
}

(4)
{
  "formula": "CH6N3O2",
  "method": "ωB97M-V/def2-TZVPD",
  "elements": ["C", "N", "N", "N", "O", "O", "H", "H", "H", "H", "H", "H"],
  "xyz": [[-0.577, 0.409, -0.248], [-1.294, 1.095, -1.170], [-1.059, 0.199, 0.950], [0.677, 0.092, -0.512], [2.611, -2.078, 0.738], [1.378, -2.044, 0.483], [-2.310, 1.546, -1.009], [-0.986, 1.628, -1.960], [-1.999, 0.530, 1.123], [-0.370, -0.310, 1.467], [1.120, 0.369, -1.394], [2.809, -1.436, 1.533]],
  "homo_energy_ev": [-14.1, -14.3],
  "orbital_gap_ev": [5.8, 6.1],
  "e_tot_ev": -9685.8282,
  "charge": 1
}

(5)
{
  "formula": "C4H4Cl2",
  "method": "ωB97M-V/def2-TZVPD",
  "elements": ["C", "C", "C", "C", "Cl", "Cl", "H", "H", "H", "H"],
  "xyz": [[-0.740, -0.751, -0.099], [0.721, -0.714, -0.054], [-1.312, 0.444, -0.248], [1.259, 0.437, 0.293], [-3.000, 0.656, -0.021], [2.966, 0.651, -0.157], [-1.359, -1.546, 0.084], [1.292, -1.573, -0.527], [-0.657, 1.278, -0.319], [0.830, 1.116, 1.048]],
  "smiles": "Cl/C=C/C=C/Cl",
  "homo_energy_ev": -9.0,
  "orbital_gap_ev": 9.4,
  "e_tot_ev": -29255.8483,
  "charge": 0
}

(6)
{
  "formula": "C3H5N3O",
  "method": "ωB97M-V/def2-TZVPD",
  "elements": ["O", "C", "C", "N", "N", "C", "N", "H", "H", "H", "H", "H"],
  "xyz": [[-2.614, 0.914, -0.272], [-1.619, -0.022, 0.025], [-0.085, 0.204, -0.138], [0.759, 1.081, -0.674], [2.020, 0.431, -0.450], [1.783, -0.722, 0.174], [0.515, -0.904, 0.393], [-2.739, 0.967, -1.225], [-1.783, -0.979, -0.497], [-1.738, -0.256, 1.089], [2.986, 0.673, -0.706], [2.528, -1.446, 0.462]],
  "smiles": "OCc1nc[nH]n1",
  "homo_energy_ev": -10.1,
  "orbital_gap_ev": 11.0,
  "e_tot_ev": -9708.6651,
  "charge": 0
}

(7)
{
  "formula": "C47H46NO2P2SScSi",
  "method": "ωB97M-V/def2-TZVPD",
  "elements": ["Sc", "C", "Si", "C", "C", "C", "C", "C", "C", "P", "C", "C", "C", "C", "C", "C", "C", "C", "C", "C", "C", "C", "C", "C", "C", "C", "C", "C", "P", "C", "C", "C", "C", "C", "C", "C", "C", "C", "C", "C", "C", "H", "H", "H", "H", "H", "H", "H", "H", "H", "H", "H", "H", "H", "H", "H", "H", "H", "H", "H", "H", "H", "H", "H", "H", "H", "H", "H", "H", "H", "H", "H", "O", "C", "C", "C", "C", "C", "C", "N", "H", "H", "H", "H", "H", "H", "H", "O", "S", "C", "C", "C", "C", "H", "H", "H", "H", "H", "H", "H", "H"],
  "xyz": [[1.111, 0.135, 0.283], [1.258, 3.462, 1.824], [0.105, 1.990, 1.866], [-1.473, 2.732, 1.108], [-2.519, 3.197, 1.914], [-3.627, 3.772, 1.297], [-3.616, 4.029, -0.074], [-2.604, 3.554, -0.865], [-1.580, 2.843, -0.274], [-0.359, 1.922, -1.333], [-1.438, 0.969, -2.517], [-0.986, 0.767, -3.800], [-1.845, 0.171, -4.700], [-3.116, -0.239, -4.360], [-3.542, -0.017, -3.069], [-2.731, 0.556, -2.157], [0.442, 3.162, -2.422], [1.806, 3.341, -2.299], [2.480, 4.239, -3.123], [1.775, 4.865, -4.130], [0.451, 4.665, -4.307], [-0.222, 3.778, -3.475], [-0.206, 1.395, 3.576], [-0.232, 2.236, 4.684], [-0.841, 1.811, 5.839], [-1.470, 0.588, 5.891], [-1.367, -0.305, 4.822], [-0.651, 0.065, 3.691], [-0.295, -1.133, 2.349], [-1.844, -1.925, 1.819], [-2.682, -1.091, 1.063], [-3.891, -1.577, 0.636], [-4.255, -2.913, 0.883], [-3.377, -3.739, 1.559], [-2.170, -3.283, 2.026], [0.777, -2.449, 2.955], [0.508, -3.141, 4.106], [1.357, -4.191, 4.511], [2.472, -4.531, 3.735], [2.683, -3.882, 2.518], [1.854, -2.808, 2.162], [0.818, 4.284, 2.356], [2.225, 3.264, 2.338], [1.545, 3.886, 0.837], [-2.427, 3.081, 2.984], [-4.456, 4.120, 1.920], [-4.435, 4.560, -0.578], [-2.708, 3.619, -1.943], [-0.006, 1.069, -4.100], [-1.600, 0.001, -5.724], [-3.738, -0.750, -5.065], [-4.525, -0.384, -2.763], [-3.095, 0.677, -1.134], [2.321, 2.851, -1.506], [3.569, 4.350, -3.068], [2.319, 5.459, -4.818], [-0.098, 5.196, -5.068], [-1.275, 3.526, -3.608], [0.096, 3.274, 4.544], [-0.975, 2.492, 6.699], [-1.975, 0.255, 6.801], [-1.837, -1.291, 4.918], [-2.344, -0.058, 0.913], [-4.496, -0.925, 0.024], [-5.184, -3.370, 0.515], [-3.639, -4.743, 1.784], [-1.495, -3.963, 2.555], [-0.361, -2.927, 4.700], [1.112, -4.804, 5.408], [3.108, -5.330, 4.076], [3.561, -4.091, 1.945], [1.935, -2.432, 1.181], [2.786, 0.358, 1.813], [4.196, 0.237, 1.521], [4.313, 0.083, 0.029], [5.535, -0.084, -0.549], [5.683, -0.152, -1.922], [4.540, -0.096, -2.708], [3.311, 0.082, -2.051], [3.177, 0.204, -0.716], [2.584, 0.818, 2.630], [4.620, -0.606, 2.032], [4.749, 1.121, 1.845], [6.432, -0.210, 0.052], [6.656, -0.252, -2.375], [4.590, -0.140, -3.795], [2.424, 0.167, -2.653], [0.681, -1.443, -1.005], [0.045, -2.859, -0.847], [0.989, -3.791, -2.077], [0.070, -4.139, -3.257], [-1.005, -3.054, -3.311], [-1.442, -2.698, -1.899], [1.385, -4.666, -1.549], [1.761, -3.092, -2.346], [-0.352, -5.088, -3.069], [0.632, -4.140, -4.192], [-1.857, -3.298, -3.914], [-0.577, -2.189, -3.829], [-2.218, -3.330, -1.418], [-1.787, -1.658, -1.776]],
  "homo_energy_ev": -11.9,
  "orbital_gap_ev": 6.9,
  "e_tot_ev": -113051.4310,
  "charge": 2
}

(8)
{
  "formula": "C34H53FN4O2PmSi",
  "method": "ωB97M-V/def2-TZVPD",
  "elements": ["Pm", "C", "N", "C", "C", "C", "C", "C", "C", "C", "N", "C", "C", "C", "C", "C", "C", "N", "C", "C", "H", "H", "H", "H", "H", "H", "H", "H", "H", "H", "H", "H", "H", "H", "H", "H", "H", "H", "H", "H", "C", "O", "C", "C", "O", "C", "H", "H", "H", "H", "H", "H", "H", "H", "H", "H", "C", "Si", "C", "C", "N", "C", "C", "C", "C", "C", "C", "F", "H", "H", "H", "H", "H", "H", "H", "H", "H", "H", "H", "H", "H", "C", "C", "C", "C", "C", "H", "H", "H", "H", "H", "H", "H", "H", "H", "H"],
  "xyz": [[0.267, -0.035, 0.599], [3.507, 1.362, -0.869], [2.233, 0.781, -1.300], [2.454, -0.566, -1.846], [1.573, 1.620, -2.286], [2.096, 1.702, -3.569], [1.433, 2.355, -4.593], [0.179, 2.883, -4.314], [-0.327, 2.854, -3.032], [0.389, 2.315, -1.934], [-0.014, 2.344, -0.616], [-0.866, 3.317, -0.152], [-1.262, 4.494, -0.833], [-2.258, 5.332, -0.362], [-2.878, 5.081, 0.851], [-2.357, 4.062, 1.643], [-1.342, 3.233, 1.194], [-0.634, 2.357, 2.083], [-1.332, 1.987, 3.302], [0.628, 3.010, 2.443], [4.230, 1.417, -1.694], [3.333, 2.368, -0.490], [3.936, 0.751, -0.074], [3.092, -0.564, -2.739], [2.944, -1.179, -1.087], [1.494, -1.014, -2.107], [3.042, 1.216, -3.782], [1.860, 2.416, -5.585], [-0.418, 3.316, -5.109], [-1.326, 3.221, -2.859], [-0.763, 4.762, -1.751], [-2.554, 6.194, -0.949], [-3.702, 5.686, 1.205], [-2.743, 3.943, 2.647], [-1.502, 2.845, 3.970], [-2.294, 1.530, 3.063], [-0.706, 1.257, 3.819], [0.437, 3.951, 2.983], [1.194, 2.316, 3.062], [1.202, 3.230, 1.543], [-0.486, -3.074, 2.895], [-1.096, -2.225, 1.941], [-2.501, -2.201, 2.018], [-2.983, -1.534, 0.753], [-2.586, -0.164, 0.746], [-3.677, 0.735, 0.824], [-0.843, -2.850, 3.905], [0.581, -2.867, 2.839], [-0.701, -4.123, 2.657], [-2.824, -1.635, 2.904], [-2.910, -3.218, 2.083], [-4.068, -1.623, 0.653], [-2.492, -2.025, -0.088], [-4.329, 0.626, -0.049], [-3.276, 1.742, 0.841], [-4.266, 0.560, 1.733], [-3.212, -2.752, -2.754], [-1.707, -1.559, -2.690], [-0.984, -1.541, -4.452], [-2.415, 0.166, -2.383], [-0.574, -1.956, -1.474], [0.025, -3.173, -1.431], [-0.243, -4.282, -2.276], [0.417, -5.493, -2.147], [1.386, -5.692, -1.172], [1.693, -4.634, -0.324], [1.025, -3.445, -0.479], [1.373, -2.425, 0.365], [-3.580, -2.891, -3.774], [-4.045, -2.375, -2.155], [-2.951, -3.740, -2.363], [-1.774, -1.617, -5.205], [-0.283, -2.363, -4.619], [-0.445, -0.606, -4.629], [-2.251, 0.803, -3.252], [-1.944, 0.654, -1.530], [-3.491, 0.131, -2.195], [-0.985, -4.169, -3.057], [0.167, -6.299, -2.828], [1.902, -6.638, -1.079], [2.439, -4.718, 0.456], [2.951, -0.440, 4.712], [2.826, -0.210, 3.197], [3.627, -1.342, 2.507], [3.561, 1.113, 2.882], [1.361, -0.193, 2.742], [3.998, -0.395, 5.041], [2.547, -1.420, 4.980], [2.387, 0.323, 5.255], [4.697, -1.305, 2.765], [3.522, -1.262, 1.422], [3.231, -2.315, 2.808], [4.652, 0.999, 2.953], [3.263, 1.893, 3.587], [3.302, 1.452, 1.879], [0.747, -0.563, 3.588]],
  "homo_energy_ev": [-1.8, -2.4],
  "orbital_gap_ev": [4.3, 4.9],
  "e_tot_ev": -73322.9443,
  "spin_multiplicity": 5,
  "charge": -1
}